Density functional theory data (the ωB97M-V functional and the def2-TZVPD basis) for a structure of composition C32H31BClCrN7O2S5.

Structure (XYZ):
```
80
C32H31BClCrN7O2S5 | the Open Molecules 2025 dataset | the ωB97M-V functional and the def2-TZVPD basis
Cr 0.73663 -0.83059 0.69904
C -2.31656 5.94883 -2.01609
C -1.46357 5.08465 -1.12584
C -0.32502 4.46364 -1.62899
C 0.42913 3.61348 -0.83764
C 0.06147 3.40140 0.47984
C -1.05652 4.02566 1.00449
C -1.81913 4.85369 0.19821
S 1.02309 2.38652 1.59631
O 2.12015 3.22955 2.01602
O 0.13798 1.93073 2.62717
N 1.56332 1.10197 0.76117
C 2.82431 1.13377 0.20439
C 3.56424 2.25107 -0.17247
C 4.83278 2.11091 -0.74869
C 5.42311 0.88492 -0.91192
C 4.75265 -0.26951 -0.46194
C 5.33017 -1.55599 -0.46139
C 4.63037 -2.59917 0.07770
C 3.33123 -2.38661 0.55045
N 2.72543 -1.21921 0.49146
C 3.44062 -0.14605 0.05187
H -1.70242 6.57088 -2.66839
H -2.96358 6.59423 -1.42259
H -2.94844 5.32050 -2.64902
H -0.03821 4.62733 -2.66096
H 1.27969 3.09358 -1.26018
H -1.32921 3.81861 2.03124
H -2.71737 5.31142 0.59702
H 3.16620 3.23436 0.01679
H 5.36524 3.00291 -1.05708
H 6.41190 0.79102 -1.34498
H 6.32908 -1.69118 -0.85865
H 5.05229 -3.59349 0.12773
H 2.75648 -3.19914 0.97423
S 0.95246 -1.26115 3.08915
C -0.16192 -2.41418 3.66408
N -0.99851 -3.15501 3.01130
C -1.67011 -4.04270 3.81688
C -2.57516 -5.00771 3.37425
C -3.16497 -5.85554 4.29642
C -2.85641 -5.77184 5.65288
C -1.94418 -4.83188 6.10933
C -1.36289 -3.97037 5.19174
S -0.17413 -2.72775 5.43770
H -2.78316 -5.08729 2.31459
H -3.87141 -6.60402 3.95757
H -3.31449 -6.45830 6.35425
H -1.67508 -4.78066 7.15719
C 2.77883 0.58503 -3.83044
N 1.41266 1.03800 -3.71545
C 0.79023 1.96370 -4.52639
C -0.48206 2.06268 -4.08234
N -0.65175 1.20966 -3.01718
B -1.90358 1.33717 -2.08233
N -2.54266 -0.00205 -1.63080
C -3.56998 -0.63953 -2.28788
C -4.20345 -1.45259 -1.41439
N -3.55594 -1.31730 -0.20920
C -3.85436 -1.98411 1.03807
C -2.51372 -0.46631 -0.36297
S -1.49316 -0.01928 0.94447
C 0.51184 0.56901 -2.80696
S 0.87582 -0.77090 -1.82739
H 3.23765 1.08312 -4.68282
H 2.80516 -0.49456 -3.97397
H 3.34295 0.81936 -2.92636
H 1.30221 2.45336 -5.33596
H -1.28836 2.68524 -4.42721
H -2.73075 1.95399 -2.71205
H -1.55566 1.90532 -1.09833
H -3.78438 -0.44575 -3.32400
H -5.04877 -2.10531 -1.54240
H -4.69670 -2.65872 0.89435
H -4.09182 -1.24969 1.80790
H -2.97379 -2.52999 1.36771
Cl -1.09415 -3.24842 -0.68738
C 0.41005 -2.85835 0.20368
H 1.18386 -3.23663 -0.47033
H 0.37620 -3.51246 1.07266
```

2S+1 = 2
Kohn-Sham gap (spin up / spin down) = 6.84 / 6.79 eV
LUMO (spin up / spin down) = 2.23 / 2.25 eV
charge = -1
ΔE to the lowest compared entry with this formula, charge and spin = 0.098 eV

Löwdin atomic charge list, values in e, 5 entries: atom 1 (Cr): 0.116, atom 2 (C): -0.053, atom 3 (C): -0.276, atom 4 (C): -0.051, atom 5 (C): -0.063